Entry 1:
Entry from the Open Molecules 2025 dataset: a cluster of 2 separate species, C3H10S in total in a non-equilibrium geometry (ωB97M-V/def2-TZVPD).

The charge is +1. The expectation value of S² is 0.753. The energy above the lowest of the compared OMol25 structures with the same formula, charge and spin is 25.33 kJ/mol. The value obtained for the HOMO energy (alpha / beta) is -16.15 / -16.17 eV. As for the electronic energy: -518.1398 Eh. As for the multiplicity: 2. The calculation puts the LUMO energy (alpha / beta) at -3.5451 / -8.6555 eV.

Cartesian coordinates (Å):
C  0.62661  0.05222  -3.14714
H  0.89624  1.11428  -2.92518
H  0.95001  -0.75594  -2.49342
H  1.11380  -0.12747  -4.10946
H  -0.46019  -0.00294  -3.23070
C  1.08409  0.32597  0.29376
S  -0.31666  0.40356  1.39777
C  -1.21455  -1.02068  0.83222
H  0.95433  -0.51127  -0.40775
H  1.98961  0.02325  0.83754
H  1.23156  1.19268  -0.33630
H  -2.15081  -1.07882  1.38862
H  -1.56642  -0.85695  -0.18348
H  -0.62471  -1.91097  1.02161

Cartesian forces (eV/Å) of the 3 atoms listed first:
C 0.023 0.753 -0.668
H -0.019 -1.046 0.523
H 0.291 0.445 0.312

Results of the Löwdin charge analysis, in e, for atoms 1 through 4: -0.0499 0.0385 0.0010 0.0300

=====

Entry 2:
Entry from the Open Molecules 2025 dataset: a cluster of 2 separate species, C3H10S in total in a non-equilibrium geometry (ωB97M-V/def2-TZVPD).

The charge is +1. The expectation value of S² is 0.753. The energy above the lowest of the compared OMol25 structures with the same formula, charge and spin is 227.96 kJ/mol. The value obtained for the HOMO energy (alpha / beta) is -13.59 / -13.58 eV. As for the electronic energy: -518.0626 Eh. As for the multiplicity: 2. The calculation puts the LUMO energy (alpha / beta) at -5.0092 / -10.8830 eV.

Cartesian coordinates (Å):
S  -1.74545  -4.51997  -0.97733
H  -1.04585  -3.56656  -1.59522
H  -2.68096  -3.81184  -0.32954
C  1.03931  1.43067  -0.92243
C  0.45062  1.64934  0.54638
C  -0.05142  0.32593  1.19083
H  1.76713  0.60799  -0.86720
H  1.70913  2.28849  -1.01975
H  0.14392  1.24431  -1.49583
H  -0.37978  2.36950  0.39398
H  1.21333  2.03399  1.19786
H  -0.95486  0.32997  1.82025
H  -0.28631  -0.34475  0.30530
H  0.82119  -0.03704  1.75270

Cartesian forces (eV/Å) of the 3 atoms listed first:
S 0.124 -1.494 0.067
H -0.013 0.828 -0.057
H -0.090 0.705 0.009

Results of the Löwdin charge analysis, in e, for atoms 1 through 4: 1.1284 -0.0714 -0.0639 -0.1101